H4O2 | ωB97M-V/def2-TZVPD

Structure (XYZ):
```
6
H4O2 | the Open Molecules 2025 dataset | ωB97M-V/def2-TZVPD
H 1.52216 -0.75740 0.16795
H 1.54733 0.64642 0.43798
H -1.32427 -0.65314 0.14928
H -1.68174 0.83705 -0.06318
O 2.05204 0.01657 -0.06893
O -2.05998 -0.02569 -0.01758
```

## Properties
Gap between HOMO and LUMO, eV: 12.2
SMILES: O.O
2S+1: 1
Lowest unoccupied orbital energy, eV: 0.3

H4O2 | ωB97M-V/def2-TZVPD

Structure (XYZ):
```
6
H4O2 | the Open Molecules 2025 dataset | ωB97M-V/def2-TZVPD
H 0.51406 0.17786 -0.09585
H 2.08071 0.12504 0.21017
H -1.44327 -0.62918 -0.87303
H -1.25781 -0.33256 0.61984
O 1.30536 0.60772 0.36823
O -1.19904 0.05112 -0.22936
```

## Properties
Gap between HOMO and LUMO, eV: 11.5
SMILES: O.O
2S+1: 1
Lowest unoccupied orbital energy, eV: 0.7

H4O2 | ωB97M-V/def2-TZVPD

Structure (XYZ):
```
6
H4O2 | the Open Molecules 2025 dataset | ωB97M-V/def2-TZVPD
H 1.48282 0.15685 1.17564
H 0.51846 0.88935 0.29637
H -1.51415 -0.55630 -1.43464
H -0.89001 -1.11946 -0.10784
O 1.25956 1.01659 0.82064
O -0.85668 -0.38703 -0.75017
```

## Properties
Gap between HOMO and LUMO, eV: 11.7
SMILES: O.O
2S+1: 1
Lowest unoccupied orbital energy, eV: 0.6

H4O2P2 | ωB97M-V/def2-TZVPD

Structure (XYZ):
```
8
H4O2P2 | the Open Molecules 2025 dataset | ωB97M-V/def2-TZVPD
O 0.55872 -1.03156 0.95623
O 2.07354 -1.00135 -1.08496
P -1.06937 2.02784 0.39408
P 0.79942 -0.42534 -0.55361
H 1.38255 -1.30292 1.36926
H -1.69562 1.86321 -0.84839
H -1.73643 0.93026 0.93591
H -0.31282 -1.06015 -1.16852
```

## Properties
Gap between HOMO and LUMO (alpha / beta), eV: 7.4 / 7.7
2S+1: 1
Lowest unoccupied orbital energy (alpha / beta), eV: -1.8 / -1.6

H4O4P3 | ωB97M-V/def2-TZVPD

Structure (XYZ):
```
11
H4O4P3 | the Open Molecules 2025 dataset | ωB97M-V/def2-TZVPD
O -0.79895 -0.90827 -2.13856
O 0.16143 -1.99643 -0.02932
O -2.72846 1.30236 0.50497
O 0.75285 0.38674 -0.43601
P -1.86169 0.08423 0.73434
P 0.80836 1.98029 -0.91540
P -0.36902 -0.77688 -0.74891
H -0.87017 0.12008 1.76048
H -2.60302 -1.22700 1.02173
H -0.52560 2.37855 -0.63172
H 0.40705 2.01879 -2.23665
```

## Properties
Gap between HOMO and LUMO, eV: 9.2
SMILES: O=[PH2][P@](=O)([O-])OP
Charge: -1
2S+1: 1
Lowest unoccupied orbital energy, eV: 4.0

H4OS2 | ωB97M-V/def2-TZVPD

Structure (XYZ):
```
7
H4OS2 | the Open Molecules 2025 dataset | ωB97M-V/def2-TZVPD
S -1.58257 -0.92662 -0.10016
S -3.64774 -0.29091 -0.54120
H -2.02871 -2.01617 -0.69213
H -3.75508 0.63253 0.39964
H 9.47892 2.34517 1.67877
H 9.22147 1.37597 0.56132
O 8.84605 2.14287 1.03928
```

## Properties
Gap between HOMO and LUMO, eV: 8.6
SMILES: SS.O
2S+1: 1
Lowest unoccupied orbital energy, eV: -0.2

H4OS2 | ωB97M-V/def2-TZVPD

Structure (XYZ):
```
7
H4OS2 | the Open Molecules 2025 dataset | ωB97M-V/def2-TZVPD
S -4.38688 1.47378 0.32438
S -3.67720 1.21050 2.09864
H -3.53726 2.31424 -0.38054
H -2.63311 0.34143 2.14027
H 5.16678 -1.24140 -1.20193
H 4.12377 -1.88640 -1.46299
O 4.94391 -2.21215 -1.51783
```

## Properties
Gap between HOMO and LUMO, eV: 9.8
SMILES: SS.O
2S+1: 1
Lowest unoccupied orbital energy, eV: 0.5

H4OS2 | ωB97M-V/def2-TZVPD

Structure (XYZ):
```
7
H4OS2 | the Open Molecules 2025 dataset | ωB97M-V/def2-TZVPD
O -0.29313 0.43203 -1.91669
H -0.75582 1.17556 -1.46798
H 0.30603 0.06190 -1.22947
S -0.24173 -1.55831 1.25507
S -0.34393 0.55511 1.61474
H 0.37922 -1.60166 0.05713
H 0.94937 0.93538 1.68721
```

## Properties
Gap between HOMO and LUMO, eV: 9.4
SMILES: SS.O
2S+1: 1
Lowest unoccupied orbital energy, eV: -0.2

H4OSSi | ωB97M-V/def2-TZVPD

Structure (XYZ):
```
7
H4OSSi | the Open Molecules 2025 dataset | ωB97M-V/def2-TZVPD
O 0.45947 0.82960 -0.03669
Si 1.17994 -0.53727 0.05545
S -2.47114 0.41935 -0.29208
H -1.09421 0.61187 0.69738
H 2.22587 -0.92840 -0.88317
H 1.43101 -1.88008 0.91810
H -1.73094 1.48492 -0.45899
```

## Properties
Gap between HOMO and LUMO, eV: 7.7
2S+1: 1
Lowest unoccupied orbital energy, eV: -1.1

H4S3 | ωB97M-V/def2-TZVPD

Structure (XYZ):
```
7
H4S3 | the Open Molecules 2025 dataset | ωB97M-V/def2-TZVPD
S -1.38829 0.29423 3.00041
H -0.22434 0.90384 2.67378
H -1.11937 0.26146 4.28521
S -0.34559 -0.91798 -2.68706
S 1.31350 -0.79008 -1.62565
H -0.30628 0.37713 -3.03676
H 2.07038 -0.12860 -2.60993
```

## Properties
Gap between HOMO and LUMO, eV: 9.3
SMILES: SS.S
2S+1: 1
Lowest unoccupied orbital energy, eV: 0.5

H4S4 | ωB97M-V/def2-TZVPD

Structure (XYZ):
```
8
H4S4 | the Open Molecules 2025 dataset | ωB97M-V/def2-TZVPD
S -1.55990 1.89369 4.51564
S -1.83658 1.43476 2.51388
H -1.16282 0.70814 5.02484
H -0.58508 1.31820 2.02128
S 2.20049 -1.59418 -2.91773
S 0.82696 -1.47774 -4.55645
H 2.37257 -0.28068 -2.65772
H -0.25565 -2.00219 -3.94374
```

## Properties
Gap between HOMO and LUMO, eV: 9.5
SMILES: SS.SS
2S+1: 1
Lowest unoccupied orbital energy, eV: 0.0

H4SSi2 | ωB97M-V/def2-TZVPD

Structure (XYZ):
```
7
H4SSi2 | the Open Molecules 2025 dataset | ωB97M-V/def2-TZVPD
Si 0.51163 -0.86944 1.00459
Si -0.43925 0.79549 -1.14847
S -1.75856 0.61982 0.48167
H 0.23480 -2.37988 0.74246
H 0.40086 -0.96908 2.42232
H 0.47429 1.78617 -0.60778
H -0.14838 0.43532 -2.57784
```

## Properties
Gap between HOMO and LUMO, eV: 7.1
2S+1: 1
Lowest unoccupied orbital energy, eV: -1.1

H4Si4 | ωB97M-V/def2-TZVPD

Structure (XYZ):
```
8
H4Si4 | the Open Molecules 2025 dataset | ωB97M-V/def2-TZVPD
Si 0.57453 -0.12117 -1.19542
Si 1.26259 0.59322 1.65231
Si -0.63460 -0.01659 0.76982
Si 2.76016 -0.06417 -0.00757
H 0.03950 0.70238 -2.39236
H 1.82513 0.37340 2.99838
H -1.92352 -0.39415 1.66951
H 0.48006 -1.26471 -2.08436
```

## Properties
Gap between HOMO and LUMO, eV: 6.7
2S+1: 1
Lowest unoccupied orbital energy, eV: -1.5

H56O28 | ωB97M-V/def2-TZVPD

Structure (XYZ):
```
84
H56O28 | the Open Molecules 2025 dataset | ωB97M-V/def2-TZVPD
O 10.09545 13.49827 7.09359
H 10.26895 13.06455 6.24188
H 10.23968 14.43662 6.90182
O 12.18485 9.67008 14.60955
H 11.69139 8.85056 14.41055
H 12.84655 9.78538 13.88419
O 7.24500 5.46251 10.19530
H 7.02498 4.61860 10.60000
H 7.00571 6.18086 10.80022
O 9.62815 8.63142 9.02355
H 10.52960 8.49563 9.32967
H 9.05430 8.42450 9.77227
O 7.50852 13.34830 11.14896
H 8.21224 13.91105 11.51113
H 7.57972 13.39768 10.18548
O 9.52640 15.87369 13.27422
H 9.08976 15.57614 14.10437
H 10.19299 15.18362 13.08541
O 4.91684 12.63046 15.70662
H 3.98036 12.72374 15.91868
H 4.99445 12.61413 14.73854
O 8.57611 5.98068 7.47728
H 9.23793 6.67152 7.65814
H 8.11933 5.87460 8.33634
O 11.67166 13.87784 12.59901
H 11.45687 13.22248 11.91281
H 12.47569 14.31334 12.27244
O 6.17457 11.74474 13.13371
H 5.95033 10.87307 12.75678
H 6.43927 12.30885 12.38071
O 4.57906 11.90206 10.15497
H 5.46312 11.53736 10.28178
H 4.19608 11.33468 9.47163
O 5.49927 8.98453 15.99270
H 6.29887 9.21038 16.50349
H 4.83294 9.66920 16.16671
O 8.40771 10.59156 11.21386
H 8.15481 11.53176 11.14033
H 8.87738 10.52282 12.05565
O 5.68685 7.24058 13.51622
H 5.57380 7.69908 14.38126
H 4.79533 6.95245 13.24281
O 7.13144 8.08407 11.43340
H 7.37459 9.00161 11.29997
H 6.56471 7.99912 12.21823
O 10.01949 6.90827 12.48363
H 9.24025 7.39292 12.18100
H 10.70522 7.05831 11.80786
O 7.97212 14.04905 15.56820
H 7.40387 13.92314 14.80190
H 7.52518 13.61420 16.32193
O 8.67059 10.08674 6.89265
H 8.00877 9.41557 6.67492
H 9.11086 9.68980 7.67758
O 10.80626 11.03724 16.90528
H 11.65256 10.80683 16.47007
H 11.00751 11.36476 17.77807
O 6.01029 9.01929 8.66332
H 6.12557 8.58171 9.52477
H 5.31184 8.52666 8.19637
O 12.98605 10.80789 10.35949
H 13.60636 11.13317 9.70390
H 12.12848 11.13670 10.06991
O 4.76681 13.47189 7.30949
H 5.57734 13.39006 7.83493
H 4.06545 13.21074 7.92988
O 7.42237 12.34718 8.35712
H 7.98654 12.87166 7.76439
H 7.34720 11.49216 7.88283
O 8.30016 9.59963 16.23081
H 9.14061 9.71045 16.70629
H 8.52540 9.95494 15.35685
O 10.69171 11.61295 9.59894
H 10.42786 11.76875 8.68224
H 9.93061 11.15996 9.98974
O 12.04429 8.09719 10.39574
H 12.47338 8.95587 10.48952
H 12.79368 7.51680 10.20702
O 9.66384 10.80557 13.77033
H 10.58535 10.62888 14.06750
H 9.52833 11.76156 13.87019
O 7.14655 12.08726 17.50257
H 6.33014 12.29642 17.03466
H 7.49424 11.30396 17.05304
```

## Properties
Gap between HOMO and LUMO, eV: 10.2
2S+1: 1
Lowest unoccupied orbital energy, eV: -0.3

H5ISi2 | ωB97M-V/def2-TZVPD

Structure (XYZ):
```
8
H5ISi2 | the Open Molecules 2025 dataset | ωB97M-V/def2-TZVPD
Si -0.35919 0.68100 1.26029
Si 0.55840 -0.84701 -2.55389
I 0.87206 -3.42359 -2.48931
H 0.83638 0.07123 2.04183
H -0.87195 1.95560 2.11268
H -1.58191 0.02947 0.80434
H 1.26962 -0.65069 -1.27818
H 0.22209 0.97851 0.06688
```

## Properties
Gap between HOMO and LUMO, eV: 7.5
2S+1: 1
Lowest unoccupied orbital energy, eV: -1.5

H5N2OP | ωB97M-V/def2-TZVPD

Structure (XYZ):
```
9
H5N2OP | the Open Molecules 2025 dataset | ωB97M-V/def2-TZVPD
N -3.15619 -1.24818 -0.08850
N 1.32626 0.62583 -0.27855
O -1.67295 0.67161 0.45000
P -3.09259 0.29328 -0.18300
H 1.77571 1.15601 0.41954
H -3.94238 -1.65927 -0.65179
H 0.32073 0.84677 -0.45792
H 1.82942 0.72246 -1.13432
H -0.97554 0.01981 0.88729
```

## Properties
Gap between HOMO and LUMO, eV: 10.4
SMILES: [H]/N=P/O.N
2S+1: 1
Lowest unoccupied orbital energy, eV: 0.4

H5N2PS | ωB97M-V/def2-TZVPD

Structure (XYZ):
```
9
H5N2PS | the Open Molecules 2025 dataset | ωB97M-V/def2-TZVPD
N 0.90215 -1.51273 -0.53681
N 0.63432 -0.13295 -0.30690
P 0.23460 0.23889 1.25650
S -2.63155 1.20354 0.64083
H 0.36988 -1.84090 -1.26881
H 0.76513 -1.99883 0.41269
H 1.07532 0.34820 -1.04377
H 0.64088 1.68493 1.01402
H -1.99073 2.00984 -0.16775
```

## Properties
Gap between HOMO and LUMO (alpha / beta), eV: 7.0 / 6.6
2S+1: 1
Lowest unoccupied orbital energy (alpha / beta), eV: -1.1 / -1.3

H5N3 | ωB97M-V/def2-TZVPD

Structure (XYZ):
```
8
H5N3 | the Open Molecules 2025 dataset | ωB97M-V/def2-TZVPD
N -0.29350 0.88217 0.56837
N -0.22963 -0.54906 -0.99947
N -0.20140 -0.46046 0.33790
H 0.59992 1.36523 0.77520
H -0.54740 0.78102 1.59004
H -0.69489 -1.37307 -1.46538
H 0.02179 0.17882 -1.59036
H 1.34511 -0.82464 0.78368
```

## Properties
Gap between HOMO and LUMO, eV: 8.6
2S+1: 1
Lowest unoccupied orbital energy, eV: 0.6

H5N3 | ωB97M-V/def2-TZVPD

Structure (XYZ):
```
8
H5N3 | the Open Molecules 2025 dataset | ωB97M-V/def2-TZVPD
N -1.31934 0.13873 0.02038
N 1.28865 0.21761 0.05222
N 0.01297 0.86252 0.07435
H -1.19562 -0.85184 -0.32976
H -1.53462 0.22474 1.02434
H 1.49956 -0.33836 0.91159
H 1.25156 -0.29806 -0.76192
H 0.08396 1.29802 -0.89131
```

## Properties
Gap between HOMO and LUMO, eV: 10.3
SMILES: NNN
2S+1: 1
Lowest unoccupied orbital energy, eV: 1.2

H5NO | ωB97M-V/def2-TZVPD

Structure (XYZ):
```
7
H5NO | the Open Molecules 2025 dataset | ωB97M-V/def2-TZVPD
H 0.25523 1.59514 1.75880
H -0.25510 1.16295 0.28961
H 0.04176 0.06784 1.53443
H -0.91684 -1.04970 -1.40888
H 0.55975 -1.15157 -1.91187
N 0.37842 0.92784 1.00967
O -0.06323 -1.55249 -1.27177
```

## Properties
Gap between HOMO and LUMO, eV: 11.0
SMILES: N.O
2S+1: 1
Lowest unoccupied orbital energy, eV: 0.9